1.
# C5H4O2

C5H4O2 in the gas phase in a non-equilibrium geometry (ωB97M-V with the def2-TZVPD basis set, the Open Molecules 2025 dataset).

Multiplicity: 1
Total energy (Ha): -343.29847
Charge: 0
Highest occupied orbital energy (eV): -10.41
Structure (SMILES): C#C[C@@H]1CC(=O)O1
Energy above the lowest of the compared OMol25 structures with the same formula, charge and spin (eV): 2.555
Maximum force (Eh/bohr): 0.109

The geometry in XYZ format:
```
11
Properties=species:S:1:pos:R:3:forces:R:3:mulliken_charge:R:1
H 0.465 1.405 0.888 -1.3 -1.0 0.9 0.241
H -1.707 -0.204 -0.337 -1.0 -1.1 0.0 0.283
O 0.076 -1.356 0.302 -1.2 -0.8 -1.1 -0.341
H -0.970 0.761 1.875 -2.3 1.0 1.5 0.351
C -0.294 0.577 1.136 4.6 -0.6 -3.1 -0.556
O 1.187 -1.231 2.230 0.6 -0.2 1.3 -0.507
C -0.651 -0.185 -0.224 0.4 0.6 3.1 0.330
H 1.086 0.448 -3.327 0.1 0.2 -0.9 0.414
C 0.393 0.343 -2.548 -0.1 -0.1 2.0 -0.109
C 0.466 -0.758 1.438 -0.6 1.4 -1.0 0.504
C -0.051 0.199 -1.432 0.9 0.7 -2.6 -0.611
```
Positions in Å, forces in eV/Å.



2.
# C5H17N2O

2 unconnected molecules or ions with the total composition C5H17N2O in a non-equilibrium geometry (ωB97M-V with the def2-TZVPD basis set, the Open Molecules 2025 dataset).

Multiplicity: 1
Total energy (Ha): -385.19133
Charge: +1
Highest occupied orbital energy (eV): -12.47
Energy above the lowest of the compared OMol25 structures with the same formula, charge and spin (eV): 1.345
Maximum force (Eh/bohr): 0.036

The geometry in XYZ format:
```
25
Properties=species:S:1:pos:R:3:forces:R:3:mulliken_charge:R:1
H -1.123 1.512 2.061 0.2 -1.1 0.1 0.385
H 0.205 -3.638 -1.275 0.3 -0.4 -0.2 0.365
H -1.088 3.828 0.079 0.5 0.4 0.3 0.309
H 2.319 -2.546 2.301 -0.1 -0.4 0.1 0.319
H 1.502 -1.209 -1.070 0.0 -0.1 0.1 0.350
H 0.142 2.486 -1.380 0.1 -0.4 0.0 0.269
H -1.445 -0.956 -0.632 0.5 0.2 0.7 0.348
H -1.082 -0.192 -1.981 1.0 0.7 -0.4 0.438
N 0.011 0.655 -0.349 -0.4 0.7 -0.5 -0.194
H 0.849 -2.994 0.150 0.3 0.0 0.2 0.305
C 0.509 -1.554 -1.337 -0.3 0.9 -1.1 -0.610
H 2.392 -1.408 1.332 0.0 0.1 -0.2 0.304
C -0.540 -0.448 -1.068 -1.0 -1.4 0.5 -0.630
H -2.495 2.403 1.393 -0.5 -0.4 -0.3 0.300
H -0.735 -2.776 -0.277 0.0 -0.1 0.2 0.377
H -1.427 3.102 2.521 0.2 0.2 -0.1 0.361
C -0.596 2.953 0.499 -1.0 -1.4 0.0 -0.410
C -0.545 1.975 -0.684 1.4 1.0 -0.7 -0.659
N 0.215 -2.851 -0.646 -0.7 0.5 0.1 -0.160
H 0.478 -1.691 -2.417 0.3 -0.6 0.1 0.300
H -1.450 1.929 -1.281 -0.7 -0.2 0.5 0.392
O 2.043 -2.302 1.412 0.0 0.2 0.1 -0.648
H 0.419 3.103 0.863 0.0 0.5 -0.2 0.289
C -1.455 2.437 1.655 0.1 1.3 0.3 -1.226
H -0.076 0.556 0.639 -0.1 -0.4 0.6 0.128
```
Positions in Å, forces in eV/Å.



3.
# C2H6N4

C2H6N4 in the gas phase in a non-equilibrium geometry (ωB97M-V with the def2-TZVPD basis set, the Open Molecules 2025 dataset).

Multiplicity: 1
Total energy (Ha): -298.65312
Charge: 0
Highest occupied orbital energy (alpha / beta) (eV): -7.20 / -7.21
Structure (SMILES): [H]/N=C\C(=N\[H])NN
Energy above the lowest of the compared OMol25 structures with the same formula, charge and spin (eV): 5.328
Maximum force (Eh/bohr): 0.104

The geometry in XYZ format:
```
12
Properties=species:S:1:pos:R:3:forces:R:3:mulliken_charge:R:1
H 1.119 1.349 -0.770 0.0 -0.5 0.5 0.297
H 0.843 -0.159 1.209 -0.3 -0.6 -0.2 0.289
C -1.047 0.406 -0.035 2.3 -4.0 -1.5 0.513
C -0.480 1.691 0.247 3.3 0.8 1.3 -0.156
N 0.792 1.928 0.004 -3.0 1.2 -0.2 -0.505
N 0.982 -1.800 0.032 -0.1 -3.0 0.1 -0.701
N 0.428 -0.602 0.390 -2.6 4.7 -0.5 -0.162
H -2.149 -1.018 -0.628 0.0 0.2 -0.2 0.282
H 0.572 -2.247 -0.780 0.0 0.5 0.1 0.198
H -1.002 2.263 1.020 0.2 0.3 -0.4 0.302
N -2.058 -0.002 -0.649 0.6 0.0 1.1 -0.565
H 2.000 -1.809 -0.041 -0.4 0.6 -0.2 0.208
```
Positions in Å, forces in eV/Å.